Record 1
Here is a 3-piece molecular cluster, C6H12O overall in a non-equilibrium geometry from the Open Molecules 2025 dataset. Energies are from ωB97M-V/def2-TZVPD.

Computed properties:
Energy relative to the best compared isomer or geometry (same formula, charge and spin) in kJ/mol: 818.18
Largest force on an atom in Eh/bohr: 0.0563
HOMO-LUMO gap (alpha / beta) in eV: 6.6643 / 6.6797
Total charge: 0
Molecular weight in g mol⁻¹: 100.16
LUMO energy (alpha / beta) in eV: -0.15 / -0.15
2S+1: 1

Geometry as XYZ:
```
19
Properties=species:S:1:pos:R:3:mulliken_charge:R:1
C 2.18010 -0.66354 -0.59932 -1.27
C 1.03584 -0.04604 0.19453 0.60
O 1.16083 -0.13913 1.45757 -0.63
C 0.28111 1.08253 -0.49017 -0.47
C -1.11449 1.22926 0.07135 -0.47
C -1.76597 -0.10874 -0.07413 -0.34
C -1.06639 -1.26194 -0.35139 -0.82
H 2.89895 0.14471 -0.82126 0.33
H 1.88119 -1.10280 -1.55466 0.31
H 2.70030 -1.40461 0.00754 0.37
H 0.20103 0.05638 2.50207 0.25
H 0.86764 1.99247 -0.32705 0.40
H 0.23296 0.90865 -1.57397 0.30
H -1.05905 1.45975 1.14651 0.15
H -1.70113 2.03027 -0.38206 0.35
H -2.83749 -0.11825 -0.28809 0.33
H -1.97642 -0.38184 2.20867 -0.06
H -0.40809 -1.51534 -1.18136 0.31
H -1.51092 -2.16178 0.05522 0.36
```


Record 2
Here is C6H12O in the gas phase from the Open Molecules 2025 dataset. Energies are from ωB97M-V/def2-TZVPD.

Computed properties:
Energy relative to the best compared isomer or geometry (same formula, charge and spin) in kJ/mol: 251.18
Largest force on an atom in Eh/bohr: 0.0092
HOMO-LUMO gap in eV: 9.4197
Total charge: 0
Molecular weight in g mol⁻¹: 100.16
LUMO energy in eV: 0.93
2S+1: 1

Geometry as XYZ:
```
19
Properties=species:S:1:pos:R:3:mulliken_charge:R:1
C 2.08415 0.14442 -0.80762 -1.26
C 1.00824 0.03863 0.27101 -0.50
C -0.41372 -0.14063 -0.27440 0.53
C -0.58912 -1.47302 -1.00275 -1.59
C -1.45358 0.00756 0.87280 -0.36
C -1.84614 1.46134 0.90837 -0.64
O -1.03375 2.06112 1.76310 -0.30
H 1.84740 0.93719 -1.52796 0.32
H 2.19452 -0.79049 -1.36750 0.31
H 3.05858 0.37674 -0.36574 0.37
H 1.03406 0.93593 0.90114 0.29
H 1.23212 -0.80849 0.93572 0.31
H 0.10626 -1.56930 -1.84396 0.40
H -0.41072 -2.31222 -0.31841 0.32
H -1.60301 -1.57312 -1.40406 0.42
H -1.01466 -0.35760 1.81335 0.34
H -2.34053 -0.59194 0.64092 0.38
H -0.59783 0.66494 -1.00634 0.25
H -1.22551 3.01109 1.72808 0.42
```


Record 3
Here is C6H12O in the gas phase in a non-equilibrium geometry from the Open Molecules 2025 dataset. Energies are from ωB97M-V/def2-TZVPD.

Computed properties:
Energy relative to the best compared isomer or geometry (same formula, charge and spin) in kJ/mol: 226.03
Largest force on an atom in Eh/bohr: 0.0990
HOMO-LUMO gap in eV: 9.9215
Total charge: 0
Molecular weight in g mol⁻¹: 100.16
LUMO energy in eV: 1.03
2S+1: 1

Geometry as XYZ:
```
19
Properties=species:S:1:pos:R:3:mulliken_charge:R:1
C -2.02397 -0.95274 0.20510 -1.36
C -1.43200 0.40173 0.26678 0.05
C -0.71353 0.97498 -1.11462 -0.92
C -0.00413 0.74877 0.18613 0.04
C 1.02802 -0.35328 0.27367 0.41
C 2.39861 0.13567 -0.16495 -1.48
O 1.16478 -0.80868 1.61436 -0.55
H -1.39252 -1.64388 -0.36472 0.33
H -3.02831 -0.97131 -0.22925 0.36
H -2.10901 -1.32902 1.22899 0.33
H -2.07523 1.30669 0.00913 0.29
H -0.57648 0.24278 -1.90306 0.29
H -0.76996 2.01203 -1.47393 0.30
H 0.30406 1.64702 0.71744 0.34
H 0.72780 -1.18921 -0.38379 0.15
H 2.37766 0.44808 -1.21456 0.34
H 3.13819 -0.66290 -0.04769 0.37
H 2.71253 0.98647 0.45120 0.35
H 0.27351 -0.99321 1.94377 0.35
```


What did the second record say?
Here is C6H12O in the gas phase from the Open Molecules 2025 dataset. Energies are from ωB97M-V/def2-TZVPD.

Computed properties:
Energy relative to the best compared isomer or geometry (same formula, charge and spin) in kJ/mol: 251.18
Largest force on an atom in Eh/bohr: 0.0092
HOMO-LUMO gap in eV: 9.4197
Total charge: 0
Molecular weight in g mol⁻¹: 100.16
LUMO energy in eV: 0.93
2S+1: 1

Geometry as XYZ:
```
19
Properties=species:S:1:pos:R:3:mulliken_charge:R:1
C 2.08415 0.14442 -0.80762 -1.26
C 1.00824 0.03863 0.27101 -0.50
C -0.41372 -0.14063 -0.27440 0.53
C -0.58912 -1.47302 -1.00275 -1.59
C -1.45358 0.00756 0.87280 -0.36
C -1.84614 1.46134 0.90837 -0.64
O -1.03375 2.06112 1.76310 -0.30
H 1.84740 0.93719 -1.52796 0.32
H 2.19452 -0.79049 -1.36750 0.31
H 3.05858 0.37674 -0.36574 0.37
H 1.03406 0.93593 0.90114 0.29
H 1.23212 -0.80849 0.93572 0.31
H 0.10626 -1.56930 -1.84396 0.40
H -0.41072 -2.31222 -0.31841 0.32
H -1.60301 -1.57312 -1.40406 0.42
H -1.01466 -0.35760 1.81335 0.34
H -2.34053 -0.59194 0.64092 0.38
H -0.59783 0.66494 -1.00634 0.25
H -1.22551 3.01109 1.72808 0.42
```


What did the second record say?
Here is C6H12O in the gas phase from the Open Molecules 2025 dataset. Energies are from ωB97M-V/def2-TZVPD.

Computed properties:
Energy relative to the best compared isomer or geometry (same formula, charge and spin) in kJ/mol: 251.18
Largest force on an atom in Eh/bohr: 0.0092
HOMO-LUMO gap in eV: 9.4197
Total charge: 0
Molecular weight in g mol⁻¹: 100.16
LUMO energy in eV: 0.93
2S+1: 1

Geometry as XYZ:
```
19
Properties=species:S:1:pos:R:3:mulliken_charge:R:1
C 2.08415 0.14442 -0.80762 -1.26
C 1.00824 0.03863 0.27101 -0.50
C -0.41372 -0.14063 -0.27440 0.53
C -0.58912 -1.47302 -1.00275 -1.59
C -1.45358 0.00756 0.87280 -0.36
C -1.84614 1.46134 0.90837 -0.64
O -1.03375 2.06112 1.76310 -0.30
H 1.84740 0.93719 -1.52796 0.32
H 2.19452 -0.79049 -1.36750 0.31
H 3.05858 0.37674 -0.36574 0.37
H 1.03406 0.93593 0.90114 0.29
H 1.23212 -0.80849 0.93572 0.31
H 0.10626 -1.56930 -1.84396 0.40
H -0.41072 -2.31222 -0.31841 0.32
H -1.60301 -1.57312 -1.40406 0.42
H -1.01466 -0.35760 1.81335 0.34
H -2.34053 -0.59194 0.64092 0.38
H -0.59783 0.66494 -1.00634 0.25
H -1.22551 3.01109 1.72808 0.42
```


> 2S+1 of number 1 (C6H12O)?

1